1.
C27H34ClDyN5O4 as an isolated structure. Source: OMol25; level of theory: the ωB97M-V functional and the def2-TZVPD basis.

<S²>: 9.337
HOMO energy (spin up / spin down) in eV: -10.19 / -10.18
ΔE to the lowest compared entry with this formula, charge and spin in kJ/mol: 32.5
2S+1: 6
Total charge: +1
HOMO-LUMO gap (spin up / spin down) in eV: 7.7 / 7.7
E_LUMO (spin up / spin down) in eV: -2.5 / -2.4

Each line ends with the Mulliken spin population.
Cartesian coordinates (Å):
Dy 0.140 0.152 0.079  4.83
C 0.756 2.324 4.567  0.00
C 0.082 1.157 3.922  0.00
C 0.521 -0.143 4.143  -0.01
C -0.118 -1.220 3.549  0.00
C -1.213 -1.016 2.718  0.00
C -1.675 0.286 2.501  0.00
C -1.022 1.360 3.098  0.00
H 1.446 2.001 5.343  0.00
H 0.020 2.995 5.006  0.00
H 1.308 2.887 3.813  0.00
H 1.353 -0.309 4.811  0.00
H 0.207 -2.224 3.772  0.00
H -1.777 -1.860 2.337  0.00
H -2.624 0.453 2.003  0.00
H -1.401 2.363 2.972  0.00
C 3.010 -0.796 1.960  0.00
O 1.758 -1.300 1.497  0.02
C 1.829 -2.654 1.069  0.00
C 2.329 -2.766 -0.368  0.00
O 1.426 -2.049 -1.206  0.01
C 1.806 -2.209 -2.572  0.00
H 3.375 -1.393 2.803  0.00
H 2.830 0.225 2.295  0.00
H 3.765 -0.788 1.170  0.00
H 0.804 -3.042 1.136  0.00
H 2.481 -3.232 1.734  0.00
H 2.360 -3.825 -0.672  0.00
H 3.336 -2.341 -0.476  0.00
H 1.752 -3.265 -2.860  0.00
H 2.824 -1.844 -2.723  0.00
H 1.112 -1.632 -3.177  0.00
Cl -0.324 0.449 -2.718  0.00
C -2.015 0.929 -2.644  0.01
C -2.877 0.533 -3.645  0.00
C -4.219 0.858 -3.536  0.01
C -4.661 1.584 -2.438  0.00
C -3.779 1.981 -1.455  0.01
C -2.416 1.651 -1.510  -0.01
C -1.459 2.001 -0.458  0.08
H -2.498 0.001 -4.503  0.00
H -4.908 0.559 -4.308  0.00
H -5.702 1.865 -2.369  0.00
H -4.131 2.582 -0.630  0.00
H -1.966 2.595 0.312  0.00
H -0.686 2.656 -0.903  0.00
N -2.318 -4.919 -1.972  0.00
C -2.532 -3.662 -1.554  0.00
C -1.513 -2.868 -0.983  0.00
N -1.756 -1.664 -0.475  0.02
C -3.030 -1.237 -0.549  0.00
C -4.003 -1.977 -1.205  0.00
N -3.767 -3.174 -1.701  0.00
H -1.434 -5.377 -1.852  0.00
H -3.103 -5.435 -2.328  0.00
H -0.497 -3.230 -0.960  0.00
H -3.271 -0.288 -0.096  0.00
H -5.005 -1.596 -1.333  0.00
C 2.193 4.504 0.168  0.00
N 2.660 3.229 -0.331  0.00
C 3.717 3.170 -1.196  0.00
C 4.175 2.001 -1.670  0.00
C 3.501 0.765 -1.305  0.00
O 3.890 -0.352 -1.618  0.00
N 2.358 0.902 -0.538  0.00
C 2.032 2.061 0.026  0.03
O 1.124 2.065 0.900  0.01
H 3.017 5.070 0.599  0.00
H 1.442 4.313 0.930  0.00
H 1.753 5.089 -0.643  0.00
H 4.165 4.120 -1.444  0.00
H 5.039 1.949 -2.310  0.00

2.
One molecule with the formula C4H7NO2. Source: OMol25; level of theory: the ωB97M-V functional and the def2-TZVPD basis.

HOMO energy in eV: -10.00
ΔE to the lowest compared entry with this formula, charge and spin in kJ/mol: 71.7
Total charge: 0
HOMO-LUMO gap in eV: 10.6
E_LUMO in eV: 0.6
Structure (SMILES): C[C@@H](C=O)C(N)=O

Each line ends with the Mulliken charge.
Cartesian coordinates (Å):
C 1.227 0.045 1.201  -1.32
C 0.454 -0.172 -0.110  0.50
C 0.125 -1.614 -0.437  -0.07
O 0.954 -2.488 -0.454  -0.46
C -0.803 0.722 -0.043  0.26
N -1.536 0.969 -1.176  -0.41
O -1.196 1.191 1.012  -0.60
H 0.593 -0.257 2.037  0.32
H 2.214 -0.428 1.301  0.36
H 1.334 1.128 1.240  0.34
H 1.089 0.146 -0.948  0.27
H -0.932 -1.810 -0.706  0.35
H -1.260 0.893 -2.145  0.22
H -2.283 1.625 -1.004  0.25

3.
A 2-piece molecular cluster, C7H11FIN3 overall. Source: OMol25; level of theory: the ωB97M-V functional and the def2-TZVPD basis.

HOMO energy in eV: -9.27
ΔE to the lowest compared entry with this formula, charge and spin in kJ/mol: 163.5
Total charge: 0
HOMO-LUMO gap in eV: 10.0
E_LUMO in eV: 0.8
Structure (SMILES): [H]/N=C(\F)c1nn(CC)cc1C.I

Each line ends with the Mulliken charge.
Cartesian coordinates (Å):
H 4.030 1.959 0.102  0.27
N 3.145 1.719 -0.205  -0.53
C 2.965 0.506 -0.259  0.27
F 3.987 -0.426 -0.147  -0.27
C 1.673 -0.156 -0.183  0.18
N 0.555 0.636 -0.134  -0.71
N -0.489 -0.187 -0.183  0.54
C -1.746 0.327 0.236  -0.13
C -1.724 0.939 1.574  -1.15
C -0.090 -1.468 -0.388  -0.48
C 1.305 -1.491 -0.489  0.56
C 2.174 -2.681 -0.777  -1.29
H -2.006 1.265 -0.429  0.07
H -2.545 -0.497 0.014  0.29
H -1.825 0.203 2.433  0.25
H -2.269 1.815 1.633  0.41
H -0.754 1.419 1.555  0.36
H -0.819 -2.272 -0.425  0.38
H 2.421 -3.135 0.128  0.30
H 1.749 -3.407 -1.624  0.30
H 3.063 -2.470 -1.307  0.38
I -1.682 4.789 -1.257  -0.11
H -0.414 4.007 -0.928  0.11

4.
One molecule with the formula C7H5O2PS. Source: OMol25; level of theory: the ωB97M-V functional and the def2-TZVPD basis.

HOMO energy (spin up / spin down) in eV: -8.86 / -8.30
Total charge: 0
HOMO-LUMO gap (spin up / spin down) in eV: 8.0 / 7.4
E_LUMO (spin up / spin down) in eV: -0.8 / -0.9

Each line ends with the Mulliken charge.
Cartesian coordinates (Å):
C 2.023 -0.024 -0.331  -0.35
C 1.706 -1.346 0.105  -0.61
C 1.126 1.003 -0.366  -0.69
C 0.350 -1.522 0.421  -0.25
C -0.169 0.833 0.161  0.38
C -0.500 -0.443 0.484  0.88
C -1.022 1.997 0.161  -0.69
O -2.663 -1.985 -1.250  -0.41
O -1.753 -0.763 0.931  -0.40
P -2.603 2.279 -0.254  -0.05
S -2.994 -1.045 -0.163  0.44
H 3.027 0.251 -0.582  0.36
H 2.646 -1.813 0.123  0.39
H 1.523 2.023 -0.524  0.29
H -0.099 -2.440 0.754  0.41
H -0.600 2.995 0.330  0.30

Listing F_max for the structures above in their given order: 1.2; 0.7; 4.7; 4.0 eV/A.
Listing electronic energy for the structures above in their given order: -80794.430; -9846.537; -22723.902; -31555.084 eV.